Entry 1:
A molecular structure, C19H37KN4O3 in a non-equilibrium geometry. Source: OMol25; level of theory: ωB97M-V/def2-TZVPD.

Geometry as XYZ:
```
64
Properties=species:S:1:pos:R:3:forces:R:3:mulliken_charge:R:1
C -0.11051 4.55799 0.46682 0.52 -0.23 -0.67 -0.887
C 1.30019 3.80278 0.36332 -0.41 0.45 1.18 0.838
O 1.95177 3.62252 1.39764 -1.05 0.04 -2.64 -0.589
O 1.67460 3.42475 -0.92543 0.02 0.36 2.20 -0.263
C 2.98176 2.80452 -0.96804 1.88 -0.76 0.56 -0.831
C 3.01981 1.32631 -0.38404 -0.43 0.25 0.24 -0.453
C 2.51103 0.18519 -1.37710 0.54 -0.70 0.73 -1.248
C 1.28905 -0.69021 -0.77445 0.59 -0.40 -0.50 2.254
C 1.86381 -1.40928 0.52952 -0.32 -0.70 -0.18 -1.576
C 0.79374 -2.24775 1.36511 0.52 -0.19 1.14 0.094
C 0.88200 -1.83136 2.92552 -0.80 0.06 0.12 -1.169
C -0.19675 -0.68461 3.28348 1.08 -0.34 -1.81 -0.624
N -1.56109 -1.31928 3.18035 -1.12 1.84 3.03 -0.150
C -2.66699 -0.41969 3.59650 -1.68 0.30 -1.83 0.244
N -2.91067 0.82384 3.13872 1.26 -3.99 0.66 -0.856
N -3.64316 -0.97974 4.59283 1.27 0.39 -3.03 -0.503
C 0.99829 -1.84312 -1.85632 -0.10 0.80 -0.57 -1.818
C -0.51654 -1.88767 -2.37063 -0.50 -3.49 -0.69 1.213
C -1.50792 -2.67211 -1.35705 1.35 0.54 0.35 -1.149
C -0.48607 -2.83297 -3.69130 -0.38 -0.53 1.06 -1.394
N -1.05009 -0.57236 -2.82495 3.64 -0.39 -0.40 0.698
O -0.42766 -0.31634 -3.96443 -1.33 0.32 0.80 -0.571
C -0.88475 0.52648 -1.83062 -1.72 2.03 0.51 0.343
C -2.37985 0.88161 -1.29687 0.94 -0.25 -0.87 -1.329
C -0.40946 1.84692 -2.61323 -0.92 0.17 0.70 -0.846
C -0.02302 0.18194 -0.53724 0.71 0.66 0.05 0.313
H -0.07016 5.20620 1.38951 0.06 -0.75 -1.10 0.345
H -0.97226 3.81707 0.59757 1.27 0.88 -0.35 0.078
H -0.28959 5.20019 -0.46095 0.16 -0.98 1.30 0.291
H 3.72642 3.43715 -0.37303 -1.19 -0.75 -0.75 0.346
H 3.36819 2.77553 -2.02969 -0.93 0.26 1.02 0.372
H 2.37671 1.28202 0.55929 0.92 0.28 -1.22 0.144
H 4.08737 1.13887 -0.01569 -1.43 0.18 -0.71 0.396
H 3.37361 -0.56520 -1.47257 -1.20 0.95 -0.06 0.484
H 2.29676 0.53869 -2.43077 0.08 -0.21 1.30 0.582
H 2.40095 -0.72570 1.25352 -0.66 -0.47 -1.00 0.443
H 2.64847 -2.15699 0.15729 -0.93 1.17 0.49 0.437
H 1.02741 -3.36718 1.33306 -0.26 1.56 -0.13 0.406
H -0.27610 -2.14420 1.01754 1.28 0.03 0.34 -0.096
H 0.65706 -2.76050 3.55542 0.36 1.35 -0.61 0.354
H 1.90828 -1.43042 3.20315 -1.22 -0.67 -0.39 0.363
H -0.11090 0.06612 2.42078 -0.10 -0.71 1.41 0.583
H 0.03047 -0.16852 4.28782 -0.07 -1.10 -1.45 0.252
H -1.54816 -2.06445 3.90310 -0.12 0.18 -0.88 0.346
H -2.17412 1.04399 2.44323 -0.51 -0.10 0.20 0.346
H -4.56140 -0.67160 4.22457 0.57 0.13 0.67 0.336
H -3.67949 -2.00928 4.47854 0.30 0.71 0.35 0.307
H 1.62937 -1.62176 -2.78760 -0.89 -0.21 1.27 0.497
H 1.36074 -2.87080 -1.50496 -0.87 1.36 -0.37 0.158
H -0.84807 -3.37343 -0.73677 -1.01 0.83 -0.91 0.271
H -2.25064 -3.30770 -1.92062 0.59 1.05 0.71 0.471
H -1.96653 -1.94006 -0.62635 0.11 -0.99 -0.87 0.016
H 0.47884 -2.71177 -4.27100 -1.41 -0.14 0.56 0.263
H -1.41221 -2.65742 -4.32321 1.31 -0.03 0.66 0.390
H -0.58696 -3.90389 -3.29288 0.45 1.35 -0.69 0.413
H -3.05416 0.85592 -2.21800 0.72 0.23 1.44 0.398
H -2.72390 0.11003 -0.54358 0.24 1.00 -0.81 0.192
H -2.31055 1.92181 -0.85902 -0.47 -1.21 -0.31 0.264
H 0.64788 1.79247 -2.99829 -1.30 0.15 0.46 0.059
H -0.55436 2.70377 -1.86878 0.60 -1.14 -1.03 0.130
H -1.13713 2.07955 -3.46399 1.16 -0.59 1.06 0.459
H 0.32896 1.18874 -0.11001 -0.60 -1.24 -0.58 -0.412
H -0.73500 -0.24037 0.24416 1.03 0.14 -0.98 -0.356
K -1.57730 1.25478 5.17110 0.43 1.30 1.80 0.931
```
Forces are in eV/Å.

The energy above the lowest of the compared OMol25 structures with the same formula, charge and spin comes out at 100.8 kcal per mole. Its spin multiplicity is 2. Its expectation value of S² is 0.75. The HOMO energy (spin up / spin down) is -10.742 / -11.387 eV. Its total charge is +1.

---

Entry 2:
2 unconnected molecules or ions with the total composition C2H4I2O in a non-equilibrium geometry. Source: OMol25; level of theory: ωB97M-V/def2-TZVPD.

Geometry as XYZ:
```
9
Properties=species:S:1:pos:R:3:forces:R:3:mulliken_charge:R:1
C 0.04311 -0.78768 -0.78262 0.86 1.48 0.74 -0.820
C 0.24945 0.43929 0.14235 2.61 -1.89 -0.89 -0.041
O -0.46275 1.54124 0.07400 -1.03 1.20 -0.28 -0.453
I 2.31806 0.87944 0.45730 -0.53 0.02 0.18 -0.001
I -0.69111 -0.45594 2.83570 -0.11 -0.14 0.56 0.067
H -0.83434 -1.27743 -0.35324 0.44 -0.90 -0.15 0.236
H -0.28277 -0.37439 -1.72915 0.08 -0.09 -0.59 0.301
H 1.05231 -1.32683 -0.90749 -2.13 0.37 0.40 0.345
H -1.39197 1.36231 0.26314 -0.20 -0.06 0.02 0.365
```
Forces are in eV/Å.

The energy above the lowest of the compared OMol25 structures with the same formula, charge and spin comes out at 3.9 kcal per mole. Its spin multiplicity is 3. Its expectation value of S² is 2.01. The HOMO energy (spin up / spin down) is -7.347 / -9.677 eV.

---

Entry 3:
A molecular structure, C16H27Br3Cl4FMgN2O3 in a non-equilibrium geometry. Source: OMol25; level of theory: ωB97M-V/def2-TZVPD.

Geometry as XYZ:
```
57
Properties=species:S:1:pos:R:3:forces:R:3:mulliken_charge:R:1
C 3.29483 0.31421 0.68184 -0.06 -0.30 0.23 -0.781
O 2.11069 0.10670 1.43934 -0.10 0.03 -0.17 -0.410
C 1.31049 1.25512 1.55735 0.06 -0.11 0.12 -1.040
C -0.14520 1.03082 1.09219 -0.11 0.02 -0.24 1.182
C -0.32299 -0.03805 0.00474 0.05 0.32 -0.16 -0.097
Cl -0.16854 -1.67792 0.77118 0.09 0.00 -0.35 -0.155
C -1.66939 -0.02229 -0.74925 0.05 0.03 0.24 -0.229
C -2.44620 1.29253 -0.83555 -0.48 -0.27 -0.05 -1.268
N -2.17280 2.19331 0.32463 0.09 0.13 -0.08 0.670
C -0.70002 2.36940 0.54802 -0.18 -0.21 0.39 -0.288
C -0.43716 3.61632 1.41609 -0.19 0.12 -0.05 -0.906
N 0.51021 4.50358 0.75403 -0.08 -0.11 -0.14 -0.605
H 3.80769 -0.64795 0.63549 -0.05 0.10 -0.03 0.292
H 3.95244 1.03094 1.17803 -0.04 0.04 -0.13 0.330
H 3.05478 0.64361 -0.33751 0.11 0.07 0.08 0.332
H 1.75667 2.07665 0.98078 -0.06 -0.09 -0.01 0.340
H 1.29776 1.56569 2.60984 0.02 0.07 -0.13 0.335
H -0.75348 0.69011 1.95779 0.62 0.34 -0.45 -0.442
H 0.49453 0.04795 -0.71950 0.08 -0.06 0.26 0.691
H -2.34895 -0.76858 -0.33331 0.02 0.11 -0.05 0.490
H -1.51249 -0.32486 -1.78442 -0.09 -0.13 0.14 0.046
H -2.25038 1.84296 -1.75798 0.21 0.12 0.21 0.335
H -3.51017 1.01924 -0.85116 0.15 -0.07 -0.08 0.502
H -2.68019 1.80073 1.25814 0.81 1.19 -2.02 -0.228
H -2.58474 3.10844 0.14031 -0.11 -0.07 0.05 0.436
H -0.28816 2.54313 -0.45412 0.09 0.11 0.14 0.441
H -0.17186 3.33244 2.44344 0.04 -0.07 -0.10 0.274
H -1.37631 4.17875 1.49428 0.09 -0.08 0.11 0.387
H 1.37973 4.04439 0.51903 0.05 0.03 0.13 0.171
H 0.72301 5.31599 1.31674 0.00 0.01 0.01 0.269
O 0.05089 -1.92262 -2.88035 -0.79 -2.24 0.83 -0.496
H -0.04897 -1.88021 -1.91512 0.65 1.76 -0.12 0.054
Mg -2.82329 0.70577 2.69627 -1.11 -1.33 2.12 0.055
O -3.98951 -0.80801 -1.70751 0.14 0.01 -0.13 -0.849
H -4.67585 -1.08471 -2.32227 -0.11 0.07 0.12 0.107
F -2.63555 -2.59954 -3.11983 -0.09 -0.03 0.11 -0.058
C -1.61228 -3.23955 -3.52674 -0.06 -0.61 0.08 0.469
C -0.54337 -3.50443 -2.56080 1.35 2.93 -1.09 0.036
C 0.59948 -4.30821 -3.01217 -0.48 -0.47 0.29 -0.506
C 0.66441 -4.69492 -4.29370 -0.01 -0.07 -0.12 -0.559
C -0.38806 -4.35822 -5.21451 -0.11 0.03 0.14 -0.208
C -1.50281 -3.64717 -4.85121 0.11 0.00 -0.14 -0.667
H -0.71801 -3.22818 -1.52265 -0.64 -1.62 0.17 0.783
H 1.37653 -4.56573 -2.30660 -0.02 0.14 0.07 0.433
H 1.51439 -5.26336 -4.64253 -0.02 0.03 -0.08 0.436
H -0.29922 -4.68659 -6.24279 0.01 -0.02 0.02 0.394
H -2.29479 -3.41131 -5.54702 0.02 0.05 0.00 0.494
C 7.03033 2.58600 0.32596 0.00 0.01 0.02 0.012
Cl 5.38908 2.96358 -0.22860 0.07 0.09 -0.08 -0.110
Cl 7.60954 3.81410 1.43998 -0.01 -0.01 -0.01 -0.105
Cl 7.08355 0.98236 1.05796 0.00 0.00 -0.01 -0.116
H 7.67404 2.58077 -0.54420 -0.01 0.00 0.01 0.322
C -3.09108 -1.39927 7.24741 -0.02 0.02 -0.02 -0.313
Br -1.56315 -1.72651 6.11949 0.03 0.00 -0.04 -0.017
Br -3.65307 0.43805 7.13336 0.00 0.00 0.00 -0.016
Br -4.52814 -2.60544 6.85111 0.00 0.01 0.00 0.018
H -2.77890 -1.58003 8.26663 0.00 0.01 -0.02 0.334
```
Forces are in eV/Å.

The HOMO energy is -9.057 eV. Its total charge is +1.